No. 1
Entry from the Open Molecules 2025 dataset: a structure of composition C6H12NO4P (ωB97M-V/def2-TZVPD).

Max |F|: 5.0 eV/Å
HOMO-LUMO gap: 8.68 eV
Molar mass: 193.139 Da
Energy: -932.675757 Eh
Relative energy (zero: lowest compared OMol25 entry of this formula, charge and spin): 797.33 kJ/mol
2S+1: 1

Atoms and positions in Å:
C (-0.0309, -0.2250, -1.4672)
C (-1.3283, -0.7599, 0.4905)
C (-0.5762, 0.4082, -0.1079)
C (-0.5055, -1.7210, -1.4411)
C (1.6262, -0.3226, 1.0000)
C (0.7116, 0.8384, 0.6037)
N (1.2689, 2.0522, 0.0837)
O (0.5250, 2.9927, -0.2550)
O (2.4886, 2.1311, 0.0098)
O (-0.8540, -1.9658, -0.0962)
O (-1.5414, -1.9757, -2.3433)
P (-0.0449, 1.9570, 2.5487)
H (-0.4628, 0.1677, -2.3140)
H (1.0026, -0.2035, -1.6497)
H (-1.1572, -1.0267, 1.4658)
H (-2.4062, -0.6403, 0.0635)
H (-1.1289, 1.2129, -0.3765)
H (0.3815, -2.2262, -1.7749)
H (1.5291, -1.1533, 0.4163)
H (2.5807, -0.0981, 0.7129)
H (1.7284, -0.5994, 2.0450)
H (-1.8728, -2.7987, -2.1137)
H (-1.2521, 1.1003, 2.7672)
H (-0.6812, 2.8556, 1.7326)

No. 2
Entry from the Open Molecules 2025 dataset: the ion C6H12NO5 with charge +1 (ωB97M-V/def2-TZVPD).

Max |F|: 5.6 eV/Å
Net charge: +1
HOMO-LUMO gap: 11.58 eV
Molar mass: 178.164 Da
Energy: -666.411484 Eh
Relative energy (zero: lowest compared OMol25 entry of this formula, charge and spin): 60.70 kJ/mol
SMILES: OC[C@]12[NH2+][C@@]1(O)[C@@H](O)[C@H](O)CO2
2S+1: 1

Atoms and positions in Å:
O (-2.8242, -0.0450, -1.2955)
C (-2.6538, -0.0894, 0.1339)
C (-1.1350, -0.0806, 0.4860)
N (-0.5595, 1.1128, 1.2019)
C (-0.2073, 0.9205, -0.2612)
O (-0.8686, 1.9292, -0.9274)
C (1.3405, 0.5724, -0.4568)
O (1.9398, 1.7015, 0.2162)
C (1.7136, -0.8282, 0.1249)
O (2.6803, -1.4007, -0.7684)
C (0.5170, -1.7715, 0.2387)
O (-0.6100, -1.2863, 0.9227)
H (-2.4277, -0.8484, -1.6817)
H (-3.0237, 0.8702, 0.4705)
H (-3.1142, -0.8305, 0.6205)
H (0.1146, 0.9831, 1.8399)
H (-1.2464, 1.7921, 1.2137)
H (-0.3988, 2.2614, -1.7764)
H (1.4123, 0.6955, -1.5302)
H (2.9503, 1.9647, 0.1944)
H (2.2060, -0.7629, 1.1243)
H (3.3138, -2.0941, -0.3918)
H (0.1273, -2.2340, -0.6262)
H (0.7536, -2.5318, 0.9279)

No. 3
Entry from the Open Molecules 2025 dataset: a structure of composition C6H12NO8S2 (ωB97M-V/def2-TZVPD).

Max |F|: 1.4 eV/Å
Net charge: -1
HOMO-LUMO gap: 6.47 eV
Molar mass: 290.295 Da
Energy: -1688.782779 Eh
Relative energy (zero: lowest compared OMol25 entry of this formula, charge and spin): 0.00 kJ/mol
2S+1: 1

Atoms and positions in Å:
C (0.9945, 0.7123, -2.3074)
O (-0.2241, 1.4154, -2.5038)
C (-1.0281, 1.5185, -1.3438)
C (-1.9388, 0.2980, -1.1637)
C (-1.3698, -0.9864, -0.5531)
C (-1.0514, -0.9489, 0.9290)
O (-0.1925, 0.1399, 1.2945)
S (1.0805, -0.3620, 2.1056)
O (2.1187, -0.6990, 1.1902)
O (1.2920, 0.4070, 3.2706)
O (0.3786, -1.7444, 2.5802)
C (-0.3288, -2.2143, 1.4248)
S (-1.4392, -3.5519, 1.8808)
H (1.7669, 1.2055, -2.8965)
H (1.3155, 0.7476, -1.2638)
H (0.8980, -0.3335, -2.6343)
H (-1.6807, 2.3821, -1.5072)
H (-0.4058, 1.7404, -0.4729)
H (-2.8243, 0.6036, -0.5908)
H (-2.2954, 0.0453, -2.1684)
H (-2.1321, -1.7693, -0.6532)
H (-0.4896, -1.3261, -1.1080)
H (-1.9825, -0.8627, 1.5030)
H (0.3885, -2.5853, 0.6899)
H (-0.9147, -4.4458, 1.0363)
N (2.5194, 2.6918, 0.8097)
O (1.2888, 2.5333, 1.0364)
O (2.9627, 2.4691, -0.3353)
O (3.2937, 2.9200, 1.7512)

No. 4
Entry from the Open Molecules 2025 dataset: the molecule C6H12NP3 (ωB97M-V/def2-TZVPD).

Max |F|: 3.4 eV/Å
HOMO-LUMO gap (alpha / beta): 7.28 / 7.28 eV
Molar mass: 191.091 Da
Energy: -1314.436134 Eh
Relative energy (zero: lowest compared OMol25 entry of this formula, charge and spin): 281.39 kJ/mol
2S+1: 1

Atoms and positions in Å:
C (-1.2851, -0.0795, 0.3448)
C (1.3621, -0.1150, 0.9918)
C (0.4880, 1.9384, 0.1485)
C (1.1696, 3.3761, 0.0035)
C (1.3775, -1.7615, -0.9060)
C (1.9606, -1.3553, 0.3959)
N (1.3399, 1.0533, 0.5421)
P (-1.2836, 1.5861, -0.0252)
P (-3.9934, 0.3312, -0.2079)
P (-2.6740, -1.0079, 0.7987)
H (-0.2729, -0.4204, 0.7257)
H (2.2885, 3.2330, 0.0973)
H (0.8124, 4.1331, 0.7876)
H (0.9048, 3.7704, -0.9884)
H (1.7324, -2.7584, -1.0695)
H (1.6073, -0.9502, -1.6682)
H (0.2053, -1.7220, -0.9355)
H (2.9514, -1.0347, 0.2511)
H (1.9860, -1.9841, 1.3114)
H (-5.2849, -0.1248, 0.4162)
H (-3.9189, 1.3433, 0.7681)
H (-2.4239, -1.9363, -0.2659)

No. 5
Entry from the Open Molecules 2025 dataset: the ion C6H12NS with charge +1 (ωB97M-V/def2-TZVPD).

Max |F|: 5.5 eV/Å
Net charge: +1
HOMO-LUMO gap: 8.34 eV
Molar mass: 130.236 Da
Energy: -688.446709 Eh
Relative energy (zero: lowest compared OMol25 entry of this formula, charge and spin): 160.63 kJ/mol
SMILES: C[C@H]1C=[N+](C)[C@@H](C)S1
2S+1: 1

Atoms and positions in Å:
C (-2.5674, 1.3968, 0.4511)
C (-1.5815, 0.5726, -0.5268)
C (-0.0462, 1.0659, -0.4940)
N (0.7939, 0.1210, -0.4479)
C (2.1607, 0.4042, -0.5240)
C (0.3595, -1.2333, -0.2928)
C (0.9624, -1.9185, 0.8664)
S (-1.4591, -1.1669, 0.0110)
H (-2.3266, 2.3851, 0.3251)
H (-2.4402, 1.0850, 1.4852)
H (-3.5770, 1.3297, 0.2571)
H (-2.0361, 0.5622, -1.6090)
H (0.1991, 2.0395, -0.2237)
H (2.5893, -0.1667, 0.2619)
H (2.3253, 1.5329, -0.2548)
H (2.7271, 0.1299, -1.4209)
H (0.5847, -1.8780, -1.2457)
H (0.9494, -1.3568, 1.8139)
H (2.0523, -2.1710, 0.6983)
H (0.3306, -2.7337, 0.8695)

No. 6
Entry from the Open Molecules 2025 dataset: a cluster of 2 separate species, C6H12NS in total (ωB97M-V/def2-TZVPD).

Max |F|: 3.9 eV/Å
Net charge: +1
HOMO-LUMO gap (alpha / beta): 6.80 / 4.18 eV
Molar mass: 130.236 Da
Energy: -688.261589 Eh
Relative energy (zero: lowest compared OMol25 entry of this formula, charge and spin): 249.59 kJ/mol
2S+1: 3

Atoms and positions in Å:
C (1.5330, 0.7671, -0.0040)
C (2.1181, -0.4554, 0.5553)
C (0.8287, 0.7177, -1.1671)
C (2.6230, -1.3765, -0.2876)
C (-1.6333, -0.2756, -0.0920)
C (-1.7678, 0.4024, 1.2089)
N (-2.3511, 0.0637, -1.1406)
S (-0.8709, -1.8152, -0.1135)
H (1.9755, 1.5496, 0.5503)
H (2.3285, -0.6943, 1.5391)
H (0.6026, 1.6956, -1.6302)
H (0.5956, -0.1286, -1.7783)
H (2.5434, -1.2545, -1.4043)
H (3.0383, -2.3443, -0.0904)
H (-2.6245, 0.1034, 1.7722)
H (-1.8564, 1.4009, 1.1427)
H (-0.9706, 0.3649, 2.0263)
H (-2.8608, 0.8901, -0.9094)
H (-2.5555, -0.5506, -1.9150)
H (0.1146, -1.5600, 0.9066)

No. 7
Entry from the Open Molecules 2025 dataset: a cluster of 2 separate species, C6H12O in total (ωB97M-V/def2-TZVPD).

Max |F|: 2.4 eV/Å
Net charge: -1
HOMO-LUMO gap (alpha / beta): 2.52 / 6.11 eV
Molar mass: 100.161 Da
Energy: -310.947012 Eh
Relative energy (zero: lowest compared OMol25 entry of this formula, charge and spin): 148.41 kJ/mol
2S+1: 2

Atoms and positions in Å:
C (0.1927, -1.8116, 1.2612)
C (1.1506, -2.1137, 2.1962)
C (0.7567, 0.5440, 0.6061)
C (-0.1521, -0.4391, 0.8587)
C (-1.6393, -0.2862, 0.6589)
C (0.4331, 1.9281, 0.0364)
H (-0.3062, -2.6303, 0.7352)
H (1.4142, -1.5247, 3.0668)
H (1.5073, -3.1476, 2.2194)
H (1.8091, 0.4314, 0.8302)
H (-2.0188, 0.3990, 1.4459)
H (-2.1505, -1.2216, 0.8788)
H (-2.0418, 0.1779, -0.2544)
H (-0.1280, 1.8057, -0.8986)
H (1.3723, 2.2976, -0.3937)
H (-0.0429, 2.6748, 0.6718)
H (-0.9081, 1.2757, -4.8912)
H (-0.0715, 0.6316, -3.7456)
O (-0.3471, 1.4779, -4.1497)

No. 8
Entry from the Open Molecules 2025 dataset: the ion C6H12O with charge -1 (ωB97M-V/def2-TZVPD).

Max |F|: 1.3 eV/Å
Net charge: -1
HOMO-LUMO gap (alpha / beta): 3.51 / 7.00 eV
Molar mass: 100.161 Da
Energy: -310.996933 Eh
Relative energy (zero: lowest compared OMol25 entry of this formula, charge and spin): 17.34 kJ/mol
2S+1: 2

Atoms and positions in Å:
O (-1.5775, -2.2750, -0.1138)
C (-1.9532, -1.0764, -0.3970)
C (-1.6264, 0.1647, 0.4142)
C (-0.6613, 1.1087, -0.3358)
C (0.4932, 0.3880, -1.0532)
C (1.2761, -0.5718, -0.1265)
C (1.7958, 0.0856, 1.1631)
H (-2.3606, -0.8998, -1.4231)
H (-2.5506, 0.7002, 0.6871)
H (-1.2033, -0.2432, 1.3367)
H (-0.1758, 1.7696, 0.3999)
H (-1.2929, 1.6439, -1.0409)
H (1.2124, 1.1145, -1.4460)
H (0.0916, -0.2135, -1.8695)
H (2.0920, -0.9143, -0.7708)
H (0.6681, -1.4322, 0.1505)
H (2.6431, -0.5193, 1.4913)
H (2.1086, 1.1191, 1.0082)
H (1.0207, 0.0511, 1.9254)

No. 9
Entry from the Open Molecules 2025 dataset: the molecule C6H12O (ωB97M-V/def2-TZVPD).

Max |F|: 0.6 eV/Å
HOMO-LUMO gap: 10.80 eV
Molar mass: 100.161 Da
Energy: -310.986192 Eh
Relative energy (zero: lowest compared OMol25 entry of this formula, charge and spin): 191.87 kJ/mol
SMILES: COCC1(C)CC1
2S+1: 1

Atoms and positions in Å:
C (-2.6508, -0.5352, -0.7624)
O (-1.3498, -0.0309, -0.7247)
C (-0.7280, -0.2398, 0.5359)
C (0.7622, 0.0731, 0.3322)
C (1.6783, -1.0885, -0.0093)
C (0.8756, 1.3505, -0.4593)
C (1.5517, 1.2605, 0.8696)
H (-3.2888, -0.0556, -0.0029)
H (-2.6365, -1.6208, -0.5825)
H (-3.0690, -0.3419, -1.7559)
H (-1.2001, 0.4123, 1.2905)
H (-0.9583, -1.2812, 0.8389)
H (1.1388, -1.9693, -0.3704)
H (2.2526, -1.3920, 0.8747)
H (2.4056, -0.7847, -0.7722)
H (-0.0599, 1.8994, -0.4497)
H (1.3885, 1.3545, -1.4220)
H (1.2570, 1.8905, 1.7063)
H (2.6310, 1.0992, 0.8631)

No. 10
Entry from the Open Molecules 2025 dataset: the molecule C6H12O (ωB97M-V/def2-TZVPD).

Max |F|: 2.3 eV/Å
HOMO-LUMO gap: 10.14 eV
Molar mass: 100.161 Da
Energy: -310.987323 Eh
Relative energy (zero: lowest compared OMol25 entry of this formula, charge and spin): 188.90 kJ/mol
SMILES: CCC[C@@H](C)C=O
2S+1: 1

Atoms and positions in Å:
C (2.5902, 0.5403, 0.1897)
C (1.5143, -0.4895, -0.1821)
C (0.1146, -0.3402, 0.4433)
C (-1.2012, -0.2705, -0.4734)
C (-2.5449, -0.5370, 0.2124)
C (-0.8682, 1.1518, -0.5968)
O (-1.3107, 2.0070, 0.1449)
H (3.5578, 0.2498, -0.2436)
H (2.7322, 0.6067, 1.2749)
H (2.3539, 1.5445, -0.1786)
H (1.4399, -0.5434, -1.2770)
H (1.8555, -1.4746, 0.1516)
H (-0.2862, -1.3101, 0.6421)
H (0.0793, 0.2245, 1.3822)
H (-0.9986, -0.9491, -1.3192)
H (-3.3067, -0.7873, -0.5387)
H (-2.5767, -1.3339, 0.9703)
H (-2.8283, 0.4068, 0.6843)
H (-0.0892, 1.3239, -1.3589)

> Which value of relative energy (zero: lowest compared OMol25 entry of this formula, charge and spin) does entry 7 give?

148.41 kJ/mol

> What is the relative energy (zero: lowest compared OMol25 entry of this formula, charge and spin) in the tenth record?

188.90 kJ/mol

What did the eighth record say?
Entry from the Open Molecules 2025 dataset: the ion C6H12O with charge -1 (ωB97M-V/def2-TZVPD).

Max |F|: 1.3 eV/Å
Net charge: -1
HOMO-LUMO gap (alpha / beta): 3.51 / 7.00 eV
Molar mass: 100.161 Da
Energy: -310.996933 Eh
Relative energy (zero: lowest compared OMol25 entry of this formula, charge and spin): 17.34 kJ/mol
2S+1: 2

Atoms and positions in Å:
O (-1.5775, -2.2750, -0.1138)
C (-1.9532, -1.0764, -0.3970)
C (-1.6264, 0.1647, 0.4142)
C (-0.6613, 1.1087, -0.3358)
C (0.4932, 0.3880, -1.0532)
C (1.2761, -0.5718, -0.1265)
C (1.7958, 0.0856, 1.1631)
H (-2.3606, -0.8998, -1.4231)
H (-2.5506, 0.7002, 0.6871)
H (-1.2033, -0.2432, 1.3367)
H (-0.1758, 1.7696, 0.3999)
H (-1.2929, 1.6439, -1.0409)
H (1.2124, 1.1145, -1.4460)
H (0.0916, -0.2135, -1.8695)
H (2.0920, -0.9143, -0.7708)
H (0.6681, -1.4322, 0.1505)
H (2.6431, -0.5193, 1.4913)
H (2.1086, 1.1191, 1.0082)
H (1.0207, 0.0511, 1.9254)